The following is a DFT calculation (the ωB97M-V functional and the def2-TZVPD basis) of a single C24H30F2N4O2 molecule.

Each atom is followed by the atoms it is bonded to, with distances in Å.
Positions of all 62 atoms, in Å:
1 H 3.68437 -3.51542 -1.07051  C39 1.103
2 H 5.97312 0.92716 -1.32430  C58 1.095
3 H -2.03775 -1.91622 2.34986  C34 1.093
4 H -0.40172 -2.95680 -1.42734  C15 1.093
5 H 3.46818 -2.87991 1.22070  C35 1.104
6 H 3.63066 -1.16614 1.68242  C35 1.091
7 H -7.80260 1.27784 -1.90611  C45 1.079
8 C 3.54770 2.14524 0.38757  O9 1.217, C20 1.502, N24 1.346
9 O 4.13058 2.99682 1.03261  C8 1.217
10 H 6.02764 1.87649 0.18368  C58 1.093
11 C 1.36706 2.36865 1.54949  C20 1.392, H47 1.079, C53 1.383
12 N -2.65416 -0.95598 0.65476  C21 1.348, H27 1.006, C34 1.445
13 H 4.03095 -2.26382 -2.29411  C39 1.093
14 H -0.64571 1.44952 -1.59888  C22 1.079
15 C -0.15068 -2.33346 -0.56528  H4 1.093, C18 1.535, N48 1.454, H59 1.106
16 H -6.42919 -0.83047 1.55710  C61 1.080
17 C 5.94712 -0.26884 0.47908  C19 1.531, H31 1.091, H40 1.091, C58 1.532
18 C -1.00068 -2.76175 0.63898  C15 1.535, C34 1.530, H37 1.091, H42 1.089
19 C 5.42686 -1.53951 -0.19890  C17 1.531, H23 1.104, H25 1.094, N56 1.456
20 C 2.04776 2.07063 0.37232  C8 1.502, C11 1.392, C55 1.391
21 C -3.87863 -0.73843 1.17467  N12 1.348, C49 1.501, O62 1.217
22 C -0.09459 1.69412 -0.70388  H14 1.079, C55 1.383, C60 1.384
23 H 5.77874 -2.42290 0.36130  C19 1.104
24 N 4.16342 1.20348 -0.35187  C8 1.346, H44 1.016, C58 1.442
25 H 5.85381 -1.59178 -1.20442  C19 1.094
26 H 1.58958 -0.57337 0.48148  C54 1.104
27 H -2.44816 -0.73069 -0.30366  N12 1.006
28 C -7.27461 0.19504 -0.13100  H33 1.079, C45 1.386, C61 1.381
29 H -1.82131 1.92693 0.52961  C60 1.079
30 H 1.84831 -1.22173 -1.93424  C36 1.104
31 H 5.54874 -0.18560 1.49100  C17 1.091
32 H -0.52014 2.52677 2.54022  C53 1.079
33 H -8.29559 0.05618 0.18905  C28 1.079
34 C -1.59232 -1.58066 1.41027  H3 1.093, N12 1.445, C18 1.530, H38 1.096
35 C 3.28114 -1.84074 0.89926  H5 1.104, H6 1.091, C54 1.525, N56 1.452
36 C 2.01132 -2.25133 -1.56979  H30 1.104, C39 1.524, H43 1.093, N48 1.453
37 H -1.82602 -3.38949 0.29912  C18 1.091
38 H -0.81900 -0.83663 1.63238  C34 1.096
39 C 3.50505 -2.46556 -1.35786  H1 1.103, H13 1.093, C36 1.524, N56 1.451
40 H 7.03306 -0.34282 0.55462  C17 1.091
41 F -3.39803 0.75631 -1.36768  C50 1.359
42 H -0.38564 -3.36648 1.30436  C18 1.089
43 H 1.65348 -2.94579 -2.33385  C36 1.093
44 H 3.65566 0.39478 -0.69763  N24 1.016
45 C -7.00055 0.87947 -1.30413  H7 1.079, C28 1.386, C51 1.383
46 H -5.44203 1.59659 -2.60638  C51 1.079
47 H 1.95213 2.64927 2.41204  C11 1.079
48 N 1.27618 -2.50043 -0.34106  C15 1.454, C36 1.453, C54 1.452
49 C -4.90653 -0.15387 0.24977  C21 1.501, C50 1.391, C61 1.395
50 C -4.66660 0.54252 -0.92987  F41 1.359, C49 1.391, C51 1.382
51 C -5.68872 1.05951 -1.70387  C45 1.383, H46 1.079, C50 1.382
52 F 1.89378 1.45937 -1.92182  C55 1.354
53 C -0.01259 2.30676 1.61373  C11 1.383, H32 1.079, C60 1.385
54 C 1.78181 -1.63645 0.71100  H26 1.104, C35 1.525, N48 1.452, H57 1.091
55 C 1.28743 1.74245 -0.74477  C20 1.391, C22 1.383, F52 1.354
56 N 3.97764 -1.54640 -0.33995  C19 1.456, C35 1.452, C39 1.451
57 H 1.27758 -1.88159 1.64668  C54 1.091
58 C 5.59046 1.00026 -0.30118  H2 1.095, H10 1.093, C17 1.532, N24 1.442
59 H -0.38010 -1.28532 -0.83488  C15 1.106
60 C -0.74431 1.96910 0.48694  C22 1.384, H29 1.079, C53 1.385
61 C -6.23918 -0.30592 0.63286  H16 1.080, C28 1.381, C49 1.395
62 O -4.16381 -1.01260 2.32550  C21 1.217

Values from the calculation:
Structure (SMILES): O=C(NCCCN1CCN(CCCNC(=O)c2ccccc2F)CC1)c1ccccc1F
Multiplicity: 1
HOMO-LUMO gap (eV): 9.5
Molar mass (u): 444.526
Calculated total energy (a.u.): -1501.81962
ΔE to the lowest compared entry with this formula, charge and spin (kcal per mole): 4.0
Largest force on an atom (hartree/bohr): 0.0085